Version one
Computed, not measured: an isolated molecule of C9H16N2O4, with ωB97M-V with the def2-TZVPD basis set.

Its highest occupied orbital energy is -9.444 eV. As for the SMILES: C[C@@H](O)[C@H](N)C(=O)N1CCC[C@H]1C(=O)O. The value obtained for the LUMO energy is 0.0240 Ha. The value obtained for the HOMO-LUMO gap is 10.0987 eV.

ORCA input file:
```
! wB97M-V def2-TZVPD RIJCOSX def2/J DEFGRID3
* xyz 0 1
C -3.463 1.394 -1.640
C -2.291 0.720 -0.843
O -2.291 -0.635 -1.278
C -0.938 1.407 -1.025
N -0.401 1.200 -2.382
C -0.065 0.879 0.128
O -0.256 1.069 1.318
N 0.958 -0.063 -0.312
C 2.174 0.613 -0.817
C 3.236 0.491 0.334
C 2.562 -0.287 1.429
C 1.420 -1.019 0.689
C 0.406 -1.761 1.536
O 0.615 -2.348 2.594
O -0.823 -1.789 0.966
H -4.394 0.892 -1.375
H -3.583 2.471 -1.395
H -3.252 1.397 -2.715
H -2.556 0.744 0.229
H -1.790 -1.120 -0.566
H -1.063 2.483 -0.784
H -1.131 1.490 -3.042
H -0.404 0.194 -2.535
H 1.949 1.670 -1.091
H 2.473 0.100 -1.763
H 3.547 1.491 0.694
H 4.103 -0.051 -0.085
H 3.275 -0.999 1.858
H 2.157 0.401 2.172
H 1.902 -1.831 0.087
H -1.333 -2.284 1.625
*
```

=====

Version two
Computed, not measured: an isolated molecule of C9H16N2O4, with ωB97M-V with the def2-TZVPD basis set.

Its highest occupied orbital energy is -9.648 eV. As for the SMILES: C[C@@H](O)[C@H](N)C(=O)N1CCC[C@H]1C(=O)O. The value obtained for the LUMO energy is 0.0232 Ha. The value obtained for the HOMO-LUMO gap is 10.2786 eV.

ORCA input file:
```
! wB97M-V def2-TZVPD RIJCOSX def2/J DEFGRID3
* xyz 0 1
C 2.283 2.385 -0.173
C 2.648 0.899 -0.225
O 3.798 0.647 0.626
C 1.553 -0.016 0.323
N 2.024 -1.401 0.443
C 0.296 0.094 -0.515
O 0.334 0.541 -1.675
N -0.861 -0.329 0.020
C -0.977 -0.912 1.347
C -1.982 -2.034 1.160
C -2.977 -1.352 0.165
C -2.112 -0.536 -0.815
C -2.727 0.881 -1.273
O -3.839 1.276 -0.945
O -2.007 1.661 -2.063
H 3.179 2.974 -0.373
H 1.553 2.679 -0.959
H 1.912 2.675 0.814
H 2.798 0.559 -1.264
H 4.274 1.483 0.777
H 1.253 0.344 1.329
H 2.965 -1.414 0.854
H 2.211 -1.863 -0.471
H -1.314 -0.200 2.102
H -0.007 -1.290 1.623
H -1.543 -2.935 0.736
H -2.514 -2.314 2.085
H -3.698 -0.693 0.667
H -3.565 -2.030 -0.456
H -1.860 -1.069 -1.761
H -1.100 1.291 -2.104
*
```

=====

It comes down to version two, which is 0.653 eV more stable than the next structure.

=====

Version one
Computed, not measured: an isolated molecule of C7H7N3, with ωB97M-V with the def2-TZVPD basis set.

Its highest occupied orbital energy is -8.105 eV. As for the SMILES: CC1=C=NNC=C=C=NC1. The value obtained for the LUMO energy is -0.0107 Ha. The value obtained for the HOMO-LUMO gap is 7.8129 eV.

ORCA input file:
```
! wB97M-V def2-TZVPD RIJCOSX def2/J DEFGRID3
* xyz 0 1
C -2.633 -0.216 -0.430
C -1.185 -0.112 0.083
C -0.461 -1.238 0.396
N 0.716 -1.690 0.669
N 1.871 -1.524 -0.158
C 2.833 -0.468 -0.303
C 2.751 0.894 -0.251
C 1.535 1.326 -0.082
N 0.519 1.775 0.369
C -0.866 1.366 0.480
H -3.375 0.098 0.406
H -2.570 0.500 -1.299
H -2.810 -1.169 -0.738
H 2.481 -2.403 0.077
H 3.797 -0.970 -0.563
H -1.419 2.110 -0.196
H -1.185 1.721 1.542
*
```

=====

Version two
Computed, not measured: a cluster of 2 separate species, C7H7N3 in total, with ωB97M-V with the def2-TZVPD basis set.

Its highest occupied orbital energy is -8.573 eV. The value obtained for the LUMO energy is -0.0075 Ha. The value obtained for the HOMO-LUMO gap is 8.3697 eV.

ORCA input file:
```
! wB97M-V def2-TZVPD RIJCOSX def2/J DEFGRID3
* xyz 0 1
C -2.605 -0.871 -0.184
C 1.833 0.868 0.056
C 1.365 0.171 -0.983
C 1.496 0.092 1.278
C -2.444 0.430 -0.672
C 0.646 -0.991 -0.584
C 0.684 -0.985 0.731
N -2.776 -1.986 0.092
N -1.878 1.402 -0.027
N -1.341 2.336 0.299
H 2.240 1.800 0.057
H 1.533 0.349 -1.968
H 2.370 -0.395 1.665
H 1.091 0.676 2.050
H -2.714 0.542 -1.741
H 0.184 -1.631 -1.355
H 0.314 -1.805 1.286
*
```

=====

It comes down to version two, which is 3.419 eV more stable than the next structure.

=====

Version one
Computed, not measured: the ion C8H11N2O with charge +1, with ωB97M-V with the def2-TZVPD basis set.

Its highest occupied orbital energy is -12.715 eV. As for the SMILES: C=C[C@H]([NH3+])c1cccn1C=O. The value obtained for the LUMO energy is -0.1391 Ha. The value obtained for the HOMO-LUMO gap is 8.9303 eV.

ORCA input file:
```
! wB97M-V def2-TZVPD RIJCOSX def2/J DEFGRID3
* xyz 1 1
C 2.764 -0.567 -1.099
C 2.019 -0.412 -0.003
C 0.820 0.506 -0.106
N 0.791 1.717 1.044
C -0.442 -0.223 0.079
C -0.510 -1.492 0.716
C -1.766 -2.020 0.378
C -2.465 -1.193 -0.523
N -1.588 -0.069 -0.585
C -1.923 1.155 -0.711
O -1.406 2.114 -0.163
H 3.758 -1.100 -1.092
H 2.583 -0.263 -2.094
H 2.371 -0.698 1.058
H 0.883 1.174 -0.966
H 0.998 1.498 2.042
H -0.117 2.289 0.983
H 1.597 2.331 0.952
H 0.163 -2.047 1.419
H -2.108 -3.049 0.705
H -3.516 -1.049 -0.740
H -2.904 1.397 -1.293
*
```

=====

Version two
Computed, not measured: the ion C8H11N2O with charge +1, with ωB97M-V with the def2-TZVPD basis set.

Its highest occupied orbital energy is -14.292 eV. As for the SMILES: C=[N+]1CCC[C@H]2[C@@H]1[C@@]2(O)C#N. The value obtained for the LUMO energy is -0.1890 Ha. The value obtained for the HOMO-LUMO gap is 9.1485 eV.

ORCA input file:
```
! wB97M-V def2-TZVPD RIJCOSX def2/J DEFGRID3
* xyz 1 1
C -0.330 2.423 0.018
N -0.288 1.148 -0.154
C -1.318 0.194 0.295
C -0.734 -0.949 1.166
C -0.035 -1.815 0.130
C 0.874 -0.975 -0.816
C 0.704 0.531 -0.978
C 1.995 -0.040 -0.339
O 3.112 0.075 -1.044
C 2.038 0.150 1.144
N 2.304 0.537 2.187
H -1.270 2.992 0.487
H 0.419 3.149 -0.318
H -1.795 -0.214 -0.567
H -2.058 0.674 0.721
H -1.668 -1.316 1.545
H -0.197 -0.480 1.894
H 0.751 -2.434 0.454
H -0.626 -2.309 -0.562
H 1.011 -1.373 -1.822
H 0.996 0.942 -1.876
H 3.466 0.948 -0.753
*
```

=====

It comes down to version one, which is 1.115 eV more stable than the next structure.